1.
Here is a structure of composition C31H36BBiF4NO2S5Te from the OMol25 dataset. Energies are from the ωB97M-V functional and the def2-TZVPD basis.

Values from the calculation:
Kohn-Sham gap (spin up / spin down) ... 6.91 / 5.60 eV
Lowest unoccupied orbital energy (spin up / spin down) ... -0.432 / -1.749 eV
E_HOMO (spin up / spin down) ... -0.26995 / -0.26994 hartree
Energy relative to the best compared isomer or geometry (same formula, charge and spin) ... 0.993 eV
2S+1 ... 2

```
82
C31H36BBiF4NO2S5Te, DFT the ωB97M-V functional and the def2-TZVPD basis
Bi -2.506 1.420 -2.190
Te -0.344 -0.620 0.007
S 3.392 2.878 -2.948
S 2.828 5.441 -1.599
S 0.646 3.477 -2.121
S -0.308 0.715 -3.141
S 2.590 0.103 -3.978
F -3.155 2.712 -4.828
F -2.912 4.973 -4.716
F -2.087 3.607 -3.042
F -4.342 3.880 -3.324
O -3.109 -1.133 -1.509
O -2.972 2.888 -0.321
N -1.560 1.231 -0.289
C 1.284 1.918 0.535
C -2.574 2.448 4.594
C 0.738 -1.930 1.443
C 0.929 1.922 -2.858
C 2.307 4.015 -2.188
C 3.659 2.179 0.428
C -4.380 -1.058 -0.852
C 1.393 0.613 0.083
C 2.797 -1.277 -0.844
C 0.720 -3.299 1.171
C -2.819 3.542 3.780
C -0.116 -3.847 0.057
C 3.191 -4.632 3.721
C -2.271 2.224 1.848
C 2.299 -3.708 2.954
C -2.949 -2.323 -2.292
C 4.312 0.384 -4.482
C 2.409 2.703 0.713
C 1.505 -4.166 1.915
C -1.710 -2.260 -3.163
C -4.312 -1.486 0.608
C -2.676 3.432 2.410
C -2.251 2.121 0.382
C 3.761 0.894 -0.071
C -2.014 1.131 2.669
C 2.642 0.092 -0.262
C 2.233 -2.363 3.276
C 1.412 -0.051 3.022
C 2.197 1.643 -3.244
C 1.446 -1.474 2.555
C -2.167 1.243 4.040
B -3.196 3.853 -4.049
H -2.881 -3.180 -1.608
H -1.125 -3.434 0.118
H -4.030 -2.532 0.696
H 4.220 -4.281 3.657
H -2.878 4.265 1.756
H -5.110 -1.671 -1.394
H 4.733 0.494 -0.323
H 0.518 0.461 2.671
H 3.138 -5.643 3.326
H 1.435 -0.015 4.110
H 4.547 2.776 0.584
H 4.868 0.745 -3.623
H -1.582 -3.220 -3.652
H -0.169 -4.932 0.122
H -4.712 -0.017 -0.903
H 2.802 -1.991 4.117
H 2.303 3.717 1.064
H 1.498 -5.219 1.672
H 4.350 1.093 -5.302
H 4.691 -0.580 -4.803
H 1.955 -1.485 -1.508
H 2.283 0.490 2.654
H -1.797 -1.489 -3.924
H -0.828 -2.052 -2.563
H -1.986 0.391 4.681
H 2.908 -4.650 4.772
H 3.714 -1.348 -1.427
H 0.309 -3.574 -0.910
H -3.140 4.477 4.213
H -3.836 -2.451 -2.929
H -1.715 0.185 2.221
H 2.828 -2.036 -0.062
H 0.304 2.328 0.733
H -2.710 2.533 5.662
H -5.286 -1.337 1.067
H -3.581 -0.874 1.131
```

Mulliken atomic charges, in units of e: 1.19, 0.47, -0.22, -0.15, 0.05, -0.55, 0.13, -0.35, -0.29, -0.40, -0.33, 0.03, -0.86, -0.55, -0.72, -0.47, -0.68, -0.62, 0.04, -1.26, -0.44, 2.21, -2.05, 1.09, -0.70, -1.28, -1.67, 0.65, 0.74, -0.46, -1.03, -0.61, -1.03, -0.99, -1.07, -0.56, 0.30, -0.57, 0.27, 0.70, -1.03, -1.37, 1.07, 1.83, -1.46, 0.27, 0.28, -0.01, 0.31, 0.34, 0.54, 0.50, 0.47, -0.15, 0.36, 0.61, 0.35, 0.26, 0.51, 0.46, 0.32, 0.50, 0.56, 0.35, 0.37, 0.41, 0.21, 0.21, 0.35, 0.01, 0.47, 0.36, 0.51, 0.28, 0.44, 0.47, 0.84, 0.27, -0.01, 0.41, 0.47, 0.12

***

2.
Here is a structure of composition C31H36BaN6O6Si2 from the OMol25 dataset. Energies are from the ωB97M-V functional and the def2-TZVPD basis.

Values from the calculation:
Kohn-Sham gap ... 5.78 eV
Total charge ... -2
Lowest unoccupied orbital energy ... 4.205 eV
E_HOMO ... -0.05770 hartree
Energy relative to the best compared isomer or geometry (same formula, charge and spin) ... 1.612 eV

```
82
C31H36BaN6O6Si2, DFT the ωB97M-V functional and the def2-TZVPD basis
Ba -0.250 -0.204 -0.011
Si -2.050 3.989 1.528
Si 0.755 4.316 0.185
O -0.955 0.348 4.434
O -0.900 -1.278 -4.681
O -1.169 -3.794 6.397
O 2.969 -3.481 0.415
O -0.851 0.261 2.193
O -0.979 -1.589 6.496
N -1.401 1.236 -2.212
N 2.001 -0.440 1.681
N 1.007 -2.383 -0.315
N -1.233 -3.885 3.715
N -1.200 -2.411 2.106
N -0.668 -1.462 -2.349
C -1.538 0.569 -3.372
C 1.506 5.712 1.207
C -3.062 4.869 0.204
C 0.283 5.169 -1.421
C -2.139 1.154 -4.481
C -0.540 3.382 0.883
C 2.103 -1.779 1.753
C -0.714 -3.764 -3.325
C 2.060 -2.633 0.485
C 0.634 -3.297 -1.355
C -1.845 2.514 -2.142
C -1.171 -2.678 4.348
C -0.987 -0.863 -3.509
C -2.613 2.456 -4.389
C 2.117 0.258 2.832
C 2.312 -0.331 4.061
C -1.154 -1.758 3.330
C -1.108 -2.706 5.847
C 0.519 -5.558 -2.300
C -1.243 -3.695 2.374
C -3.159 2.644 2.221
C 2.220 3.204 -0.228
C -1.256 -4.797 1.358
C 1.003 -4.658 -1.355
C -0.349 -5.109 -3.290
C -0.989 -0.260 3.336
C -2.459 3.155 -3.202
C 2.383 -1.721 4.126
C 2.289 -2.456 2.961
C -1.936 5.258 2.915
C -0.247 -2.836 -2.374
H -2.135 -5.442 1.469
H -1.290 4.857 3.719
H 2.356 0.285 4.952
H -0.667 5.734 -1.320
H -2.201 0.566 -5.384
H -4.195 3.006 2.340
H -0.922 -0.759 5.850
H 0.832 -6.597 -2.263
H -0.361 -5.421 1.439
H -1.477 6.200 2.554
H -0.122 2.602 1.552
H -2.931 5.493 3.344
H -1.245 -4.752 4.221
H -1.254 -4.361 0.360
H 1.690 -4.996 -0.594
H -2.793 4.184 -3.085
H -1.376 -3.408 -4.096
H 1.074 5.878 -1.718
H 2.497 -2.217 5.084
H 3.062 3.769 -0.663
H -3.544 4.136 -0.471
H -3.088 2.927 -5.244
H 2.365 6.177 0.686
H -2.786 2.302 3.205
H 2.374 -3.536 2.947
H -3.851 5.481 0.674
H 2.010 1.338 2.750
H 0.752 6.498 1.409
H 1.923 2.431 -0.954
H -2.432 5.536 -0.422
H 0.147 4.433 -2.233
H 2.587 2.688 0.680
H -0.733 -5.791 -4.041
H -3.167 1.769 1.557
H -1.672 3.012 -1.186
H 1.849 5.325 2.185
```

Mulliken atomic charges, in units of e: 1.66, 0.09, 0.03, -0.96, -0.79, -0.70, -0.79, -0.32, -0.57, 0.25, -0.42, -0.13, 0.02, -0.08, 0.01, -0.01, -1.23, -1.08, -1.04, -0.51, 1.95, 0.98, -0.34, 0.11, -0.50, -0.85, -0.40, 0.09, -0.34, -0.12, -0.77, 0.57, 0.48, -0.75, 0.41, -0.97, -0.74, -1.23, -0.19, -0.64, 0.36, -0.77, -0.46, -0.61, -1.19, 0.09, 0.46, 0.27, 0.38, 0.29, 0.50, 0.45, 0.47, 0.35, 0.29, 0.25, -1.19, 0.33, 0.22, 0.12, 0.51, 0.44, 0.39, 0.39, 0.42, 0.33, 0.22, 0.36, 0.32, 0.16, 0.48, 0.40, 0.30, 0.26, 0.10, 0.22, 0.21, 0.14, 0.35, 0.13, 0.77, 0.26